C34H75NO18P5 | wB97M-V/def2-TZVPD

Last column: Löwdin charge in e.
Geometry (Å):
C: 5.20 -4.05 0.96  -0.123
C: 6.16 -3.34 -0.03  -0.253
C: 5.49 -2.17 -0.77  -0.230
C: 4.13 -2.54 -1.39  -0.223
C: 3.54 -1.33 -2.21  -0.192
C: 2.28 -0.81 -1.45  -0.197
C: 1.39 0.13 -2.33  -0.206
C: 1.19 1.57 -1.79  -0.194
C: 0.96 1.66 -0.25  -0.211
C: -0.16 0.73 0.30  -0.193
C: -1.40 1.56 0.79  -0.176
C: -2.14 0.76 1.91  -0.168
C: -3.64 0.48 1.57  -0.167
C: -3.91 -1.06 1.43  -0.099
C: -3.57 -1.57 0.03  -0.158
C: -3.82 -0.84 -1.12  0.079
C: -3.44 -1.36 -2.37  -0.054
C: -3.64 -0.60 -3.69  -0.451
O: -4.59 -0.81 -4.39  0.162
O: -2.66 0.30 -3.98  0.152
C: -2.82 -2.62 -2.42  0.021
C: -2.61 -3.29 -1.23  -0.352
P: -1.75 -4.95 -1.20  0.923
C: 0.05 -4.45 -0.97  -0.274
C: -1.79 -5.70 -2.90  -0.289
N: -2.98 -2.78 -0.04  0.146
H: 5.78 -4.75 1.58  0.067
H: 4.44 -4.66 0.45  0.060
H: 4.73 -3.32 1.65  0.074
H: 7.11 -3.06 0.46  0.105
H: 6.40 -4.11 -0.80  0.101
H: 6.16 -1.85 -1.60  0.112
H: 5.35 -1.27 -0.14  0.116
H: 3.39 -2.89 -0.65  0.085
H: 4.32 -3.40 -2.07  0.114
H: 3.31 -1.63 -3.24  0.105
H: 4.35 -0.57 -2.22  0.107
H: 2.65 -0.35 -0.53  0.110
H: 1.68 -1.72 -1.26  0.081
H: 1.93 0.24 -3.30  0.104
H: 0.43 -0.35 -2.56  0.079
H: 2.07 2.18 -2.03  0.113
H: 0.29 1.99 -2.29  0.103
H: 0.69 2.71 -0.02  0.101
H: 1.91 1.45 0.26  0.094
H: -0.51 -0.01 -0.44  0.092
H: 0.26 0.24 1.19  0.109
H: -2.06 1.78 -0.07  0.102
H: -1.02 2.49 1.24  0.107
H: -2.09 1.26 2.89  0.118
H: -1.62 -0.21 2.01  0.090
H: -3.92 1.02 0.66  0.087
H: -4.23 0.81 2.44  0.104
H: -3.27 -1.55 2.18  0.121
H: -4.96 -1.28 1.68  0.133
H: -4.31 0.14 -1.09  0.141
H: -2.10 0.37 -3.19  0.112
H: -2.46 -3.10 -3.34  0.128
H: 0.09 -3.97 0.02  0.037
H: 0.25 -3.67 -1.73  0.032
H: 0.73 -5.31 -1.06  0.051
H: -2.69 -5.45 -3.48  0.045
H: -1.69 -6.79 -2.82  0.045
H: -0.91 -5.32 -3.45  0.047
H: -2.78 -3.31 0.81  0.167
C: -4.83 5.77 4.63  -0.116
O: -5.71 4.86 5.29  -0.301
P: -6.40 3.66 4.36  0.693
O: -5.19 3.26 3.57  -0.259
O: -7.34 4.77 3.59  -0.292
C: -8.13 5.67 4.36  -0.094
O: -7.40 2.40 3.85  -0.283
C: -7.75 2.35 2.47  -0.127
H: -4.77 6.67 5.23  0.096
H: -3.83 5.33 4.56  0.085
H: -5.19 6.02 3.63  0.090
H: -7.69 6.67 4.30  0.089
H: -8.19 5.38 5.41  0.085
H: -9.14 5.70 3.95  0.091
H: -6.86 2.39 1.84  0.078
H: -8.44 3.16 2.21  0.086
H: -8.26 1.40 2.31  0.091
C: 2.90 2.74 5.08  -0.119
O: 2.09 3.89 4.82  -0.305
P: 2.24 4.59 3.30  0.691
O: 2.27 3.33 2.47  -0.253
O: 3.74 5.13 3.68  -0.292
C: 3.93 5.89 4.89  -0.097
O: 2.13 5.67 2.02  -0.284
C: 3.22 5.75 1.11  -0.115
H: 2.98 2.65 6.16  0.095
H: 2.42 1.85 4.69  0.084
H: 3.90 2.85 4.66  0.090
H: 4.46 5.27 5.61  0.088
H: 2.98 6.20 5.32  0.084
H: 4.53 6.77 4.66  0.091
H: 3.48 4.76 0.73  0.086
H: 4.09 6.21 1.58  0.084
H: 2.90 6.38 0.28  0.093
C: -10.55 1.91 -2.99  -0.112
O: -9.48 1.68 -2.07  -0.309
P: -8.07 2.56 -2.32  0.671
O: -8.68 3.90 -2.61  -0.235
O: -7.72 1.70 -3.67  -0.284
C: -7.72 0.27 -3.60  -0.099
O: -6.48 3.07 -2.15  -0.296
C: -5.84 3.62 -3.30  -0.116
H: -11.21 1.04 -2.94  0.094
H: -11.12 2.79 -2.68  0.090
H: -10.19 2.03 -4.01  0.091
H: -8.59 -0.12 -4.13  0.092
H: -7.75 -0.09 -2.57  0.081
H: -6.82 -0.11 -4.08  0.063
H: -6.44 4.41 -3.74  0.092
H: -5.63 2.84 -4.04  0.081
H: -4.89 4.04 -2.97  0.090
C: 9.39 -5.19 -3.13  -0.131
O: 9.13 -5.86 -1.90  -0.328
P: 10.13 -5.47 -0.59  0.733
O: 10.08 -3.99 -0.88  -0.244
O: 11.41 -6.21 -1.31  -0.293
C: 11.31 -7.60 -1.66  -0.101
O: 11.01 -5.22 0.84  -0.297
C: 12.31 -4.66 0.73  -0.123
H: 8.96 -5.80 -3.93  0.091
H: 8.91 -4.22 -3.13  0.082
H: 10.46 -5.08 -3.31  0.089
H: 11.23 -7.68 -2.74  0.089
H: 10.44 -8.07 -1.20  0.082
H: 12.21 -8.11 -1.33  0.090
H: 12.29 -3.74 0.15  0.087
H: 13.01 -5.37 0.29  0.082
H: 12.64 -4.43 1.74  0.092

Computed properties:
E (a.u.): -4455.84612
Gap between HOMO and LUMO (eV): 6.8
Total charge: +1



C34H76BrN2P | wB97M-V/def2-TZVPD

Last column: Löwdin charge in e.
Geometry (Å):
Br: -16.22 2.52 18.54  -0.161
C: -12.61 5.61 21.92  -0.096
C: -12.88 5.79 20.43  -0.256
C: -14.32 5.45 20.04  -0.257
C: -15.22 6.58 20.50  -0.265
P: -16.97 6.58 20.00  1.012
C: -17.84 5.25 20.84  -0.267
C: -17.65 5.19 22.37  -0.248
C: -18.38 3.99 22.95  -0.270
C: -18.03 3.74 24.41  -0.101
C: -17.50 8.26 20.46  -0.245
C: -17.42 8.58 21.95  -0.259
C: -17.09 10.05 22.24  -0.245
C: -15.78 10.52 21.60  -0.099
C: -16.94 6.37 18.22  -0.287
C: -16.09 7.30 17.39  -0.255
C: -16.29 7.07 15.89  -0.262
C: -15.42 7.97 15.02  -0.099
H: -13.00 6.40 22.56  0.071
H: -11.55 5.48 22.17  0.079
H: -13.00 4.65 22.29  0.078
H: -12.19 5.11 19.90  0.078
H: -12.59 6.78 20.09  0.115
H: -14.61 4.45 20.35  0.071
H: -14.29 5.40 18.94  0.083
H: -14.84 7.50 20.04  0.100
H: -15.17 6.75 21.58  0.085
H: -17.54 4.30 20.40  0.027
H: -18.90 5.41 20.61  0.113
H: -18.05 6.08 22.86  0.101
H: -16.58 5.16 22.57  0.110
H: -18.25 3.09 22.34  0.110
H: -19.46 4.19 22.83  0.117
H: -18.51 2.84 24.78  0.075
H: -18.38 4.54 25.07  0.079
H: -16.96 3.60 24.55  0.076
H: -18.48 8.48 20.05  0.113
H: -16.75 8.86 19.93  0.072
H: -16.71 7.96 22.50  0.095
H: -18.38 8.36 22.42  0.113
H: -17.06 10.15 23.32  0.114
H: -17.93 10.66 21.87  0.116
H: -15.90 10.74 20.54  0.069
H: -15.02 9.74 21.73  0.073
H: -15.38 11.40 22.09  0.079
H: -17.98 6.31 17.86  0.115
H: -16.60 5.33 18.09  0.025
H: -15.03 7.23 17.67  0.106
H: -16.25 8.37 17.60  0.119
H: -17.35 7.22 15.66  0.120
H: -16.07 6.03 15.63  0.089
H: -15.59 7.70 13.97  0.077
H: -14.36 7.87 15.26  0.069
H: -15.68 9.02 15.13  0.080
C: -12.64 1.86 20.07  -0.095
C: -11.45 2.28 19.22  -0.232
C: -11.70 2.15 17.72  -0.181
C: -12.59 3.26 17.21  -0.133
N: -12.91 3.17 15.74  -0.272
C: -11.71 3.04 14.86  -0.103
C: -12.11 3.61 13.51  -0.130
C: -13.24 4.59 13.80  -0.131
C: -13.55 4.46 15.29  -0.102
C: -13.87 2.07 15.48  0.012
H: -12.96 0.85 19.80  0.067
H: -13.49 2.53 19.99  0.013
H: -12.36 1.85 21.13  0.081
H: -10.61 1.62 19.45  0.116
H: -11.11 3.29 19.44  0.098
H: -12.12 1.18 17.45  0.103
H: -10.74 2.22 17.18  0.116
H: -12.13 4.24 17.35  0.135
H: -13.56 3.21 17.73  0.064
H: -11.28 2.04 14.89  0.141
H: -10.95 3.69 15.32  0.146
H: -12.40 2.81 12.82  0.119
H: -11.24 4.08 13.06  0.125
H: -14.14 4.41 13.21  0.122
H: -13.01 5.62 13.53  0.120
H: -14.60 4.42 15.60  0.120
H: -13.09 5.26 15.87  0.131
H: -14.11 2.01 14.42  0.121
H: -14.72 2.18 16.14  0.029
H: -13.38 1.14 15.77  0.091
C: -13.10 -2.03 17.23  -0.087
C: -14.24 -1.87 16.20  -0.234
C: -15.43 -1.06 16.73  -0.184
C: -16.61 -2.01 16.98  -0.125
N: -17.56 -1.62 18.07  -0.260
C: -16.87 -1.29 19.37  -0.135
C: -17.76 -1.77 20.47  -0.145
C: -18.36 -3.05 19.91  -0.132
C: -18.46 -2.80 18.41  -0.083
C: -18.40 -0.44 17.66  0.015
H: -13.26 -2.90 17.88  0.076
H: -13.01 -1.16 17.87  0.050
H: -12.15 -2.19 16.72  0.077
H: -14.53 -2.86 15.85  0.111
H: -13.82 -1.35 15.34  0.096
H: -15.75 -0.36 15.96  0.106
H: -15.19 -0.53 17.64  0.079
H: -16.19 -2.95 17.34  0.134
H: -17.21 -2.26 16.11  0.149
H: -16.58 -0.24 19.43  0.066
H: -15.92 -1.84 19.40  0.143
H: -18.54 -1.05 20.76  0.123
H: -17.19 -1.92 21.38  0.129
H: -19.33 -3.33 20.33  0.125
H: -17.74 -3.92 20.13  0.125
H: -19.48 -2.57 18.13  0.132
H: -18.16 -3.64 17.79  0.132
H: -19.13 -0.80 16.94  0.110
H: -17.75 0.32 17.23  0.046
H: -18.92 -0.09 18.54  0.113

Computed properties:
Energy relative to the best compared isomer or geometry (same formula, charge and spin) (kJ/mol): 0.00
E (a.u.): -4365.51472
Gap between HOMO and LUMO (eV): 9.1
Total charge: +2



C34H76FN8O6PS | wB97M-V/def2-TZVPD

Last column: Löwdin charge in e.
Geometry (Å):
C: 1.66 -3.50 1.22  -0.294
P: 0.96 -2.13 2.24  0.915
C: 2.11 -0.76 1.77  -0.296
C: -0.58 -1.65 1.36  -0.314
C: -0.79 -0.33 1.03  -0.121
C: -1.98 0.06 0.38  -0.588
S: -2.17 1.76 -0.12  0.787
C: -2.95 -0.86 0.07  -0.047
C: -2.76 -2.21 0.39  -0.195
N: -3.74 -3.10 0.05  0.228
C: -3.48 -4.31 0.39  -0.332
F: -4.39 -5.24 0.09  0.092
C: -2.33 -4.75 1.06  -0.035
N: -1.39 -3.92 1.39  0.142
C: -1.58 -2.61 1.04  -0.215
H: 1.61 -3.22 0.17  0.044
H: 2.72 -3.57 1.48  0.022
H: 1.14 -4.42 1.40  0.011
H: 1.85 -0.46 0.76  0.033
H: 2.05 0.07 2.46  0.035
H: 3.10 -1.18 1.72  0.010
H: -0.07 0.44 1.24  0.081
H: -2.69 2.33 0.97  -0.118
H: -3.85 -0.56 -0.44  0.098
H: -2.22 -5.79 1.31  0.125
C: 3.43 2.83 -0.30  -0.108
O: 3.93 1.52 -0.12  -0.212
C: 4.28 0.83 -1.31  -0.212
C: 5.66 1.21 -1.86  -0.427
C: 5.70 2.56 -2.58  -0.068
N: 6.70 1.19 -0.83  0.049
H: 2.81 2.93 -1.20  0.093
H: 4.25 3.56 -0.32  0.062
H: 2.81 3.06 0.57  0.074
H: 4.30 -0.23 -1.03  0.117
H: 3.50 0.96 -2.07  0.122
H: 5.92 0.44 -2.60  0.134
H: 5.71 3.39 -1.87  0.064
H: 6.60 2.63 -3.18  0.075
H: 4.84 2.68 -3.24  0.079
H: 6.76 0.26 -0.42  0.058
H: 6.38 1.79 -0.07  0.050
C: -8.15 -7.80 -3.43  -0.108
O: -7.09 -7.28 -2.65  -0.187
C: -7.12 -5.88 -2.46  -0.211
C: -8.04 -5.40 -1.33  -0.432
C: -9.52 -5.42 -1.68  -0.071
N: -7.83 -6.14 -0.08  0.044
H: -8.44 -7.11 -4.22  0.089
H: -9.02 -8.04 -2.82  0.075
H: -7.80 -8.73 -3.88  0.086
H: -6.09 -5.61 -2.19  0.112
H: -7.36 -5.37 -3.40  0.117
H: -7.77 -4.35 -1.13  0.134
H: -9.94 -6.43 -1.64  0.064
H: -10.09 -4.81 -0.97  0.075
H: -9.70 -5.02 -2.68  0.077
H: -6.87 -6.03 0.21  0.055
H: -7.92 -7.13 -0.30  0.070
C: 5.48 -3.70 4.51  -0.102
O: 5.33 -3.01 3.28  -0.198
C: 5.71 -1.65 3.30  -0.211
C: 7.22 -1.40 3.14  -0.433
C: 8.03 -1.68 4.40  -0.068
N: 7.79 -2.16 2.03  0.046
H: 5.28 -3.04 5.37  0.092
H: 6.48 -4.12 4.61  0.076
H: 4.76 -4.52 4.52  0.088
H: 5.20 -1.20 2.44  0.101
H: 5.32 -1.15 4.20  0.123
H: 7.33 -0.34 2.91  0.126
H: 8.18 -2.75 4.56  0.065
H: 9.01 -1.22 4.32  0.076
H: 7.54 -1.27 5.29  0.078
H: 7.33 -1.89 1.16  0.062
H: 7.54 -3.14 2.15  0.071
C: -6.40 0.04 -5.15  -0.106
O: -5.68 0.09 -3.94  -0.184
C: -5.26 -1.16 -3.42  -0.207
C: -3.97 -1.71 -4.03  -0.432
C: -4.14 -2.29 -5.43  -0.069
N: -2.89 -0.71 -4.06  0.048
H: -7.04 -0.85 -5.20  0.089
H: -5.74 0.06 -6.02  0.075
H: -7.04 0.92 -5.20  0.087
H: -5.09 -0.98 -2.36  0.104
H: -6.08 -1.89 -3.50  0.118
H: -3.64 -2.52 -3.37  0.129
H: -4.21 -1.51 -6.19  0.065
H: -3.27 -2.91 -5.68  0.075
H: -5.03 -2.92 -5.49  0.076
H: -2.70 -0.40 -3.11  0.057
H: -3.26 0.13 -4.52  0.072
C: 5.80 5.70 5.07  -0.106
O: 6.84 5.18 4.27  -0.186
C: 6.78 3.79 4.03  -0.209
C: 5.86 3.38 2.87  -0.422
C: 4.37 3.44 3.22  -0.056
N: 6.11 4.18 1.66  0.053
H: 5.48 4.99 5.83  0.090
H: 4.94 5.99 4.46  0.075
H: 6.18 6.60 5.56  0.087
H: 7.80 3.49 3.77  0.123
H: 6.52 3.25 4.95  0.120
H: 6.09 2.34 2.63  0.125
H: 3.99 4.46 3.21  0.071
H: 3.80 2.87 2.48  0.048
H: 4.18 3.00 4.20  0.081
H: 7.07 4.05 1.38  0.079
H: 6.05 5.16 1.93  0.075
C: -2.47 7.63 -2.33  -0.106
O: -2.15 6.31 -1.93  -0.186
C: -2.15 6.08 -0.54  -0.210
C: -3.54 5.80 0.07  -0.436
C: -4.40 7.05 0.23  -0.071
N: -4.29 4.79 -0.68  0.048
H: -2.08 8.36 -1.62  0.089
H: -3.55 7.76 -2.45  0.075
H: -2.00 7.80 -3.30  0.087
H: -1.54 5.18 -0.39  0.113
H: -1.65 6.90 -0.02  0.120
H: -3.36 5.40 1.07  0.131
H: -4.84 7.37 -0.72  0.065
H: -5.23 6.84 0.91  0.075
H: -3.83 7.88 0.64  0.077
H: -3.76 3.93 -0.69  0.007
H: -4.30 5.08 -1.66  0.074

Computed properties:
Structure (SMILES): CP(C)c1cc(S)cc2nc(F)cnc12.COC[C@@H](C)N.COC[C@@H](C)N.COC[C@@H](C)N.COC[C@@H](C)N.COC[C@@H](C)N.COC[C@@H](C)N
E (a.u.): -3069.85015
Gap between HOMO and LUMO (eV): 7.5
Total charge: 0



- The lowest total charge belongs to which entry?
  C34H76FN8O6PS